{"formula": "C30H61Cl2FNO11P3", "method": "ωB97M-V/def2-TZVPD", "lumo_energy_ev": -2.03, "smiles": "CC[C@@]1([PH2]=O)[C@H](CCCF)C(=O)N[C@]1(OC[C@@H](C)C(C)C)/C(Cl)=C(/C)Cl.CCOP(=O)(OCC)OCC.CCOP(=O)(OCC)OCC", "molar_mass_g_mol": 794.64, "elements": ["Cl", "Cl", "P", "P", "P", "F", "O", "O", "O", "O", "O", "O", "O", "O", "O", "O", "O", "N", "C", "C", "C", "C", "C", "C", "C", "C", "C", "C", "C", "C", "C", "C", "C", "C", "C", "C", "C", "C", "C", "C", "C", "C", "C", "C", "C", "C", "C", "C", "H", "H", "H", "H", "H", "H", "H", "H", "H", "H", "H", "H", "H", "H", "H", "H", "H", "H", "H", "H", "H", "H", "H", "H", "H", "H", "H", "H", "H", "H", "H", "H", "H", "H", "H", "H", "H", "H", "H", "H", "H", "H", "H", "H", "H", "H", "H", "H", "H", "H", "H", "H", "H", "H", "H", "H", "H", "H", "H", "H", "H"], "positions_angstrom": [[-0.769, -0.204, -2.882], [-5.234, 0.172, -1.630], [2.612, 6.041, -4.431], [0.682, 0.070, 0.795], [-0.040, -6.594, 5.236], [0.792, -3.206, -4.958], [-2.888, 0.659, 0.600], [0.622, -5.759, 3.873], [1.344, -6.098, 6.009], [1.077, 0.942, -0.457], [2.809, 6.004, -6.080], [2.351, 7.565, -4.345], [-2.777, -3.785, -1.454], [-0.633, -7.341, 6.455], [2.902, 4.338, -4.527], [4.222, 6.147, -4.037], [0.599, -7.955, 4.529], [-3.091, -1.744, -0.030], [4.642, 6.886, -2.904], [2.906, 8.053, -7.330], [-0.149, -5.671, 2.690], [-2.265, -0.210, -1.741], [-1.057, -1.573, 2.173], [1.428, -3.012, -3.601], [-0.194, -9.115, 4.347], [-2.218, -0.473, -0.123], [0.264, -3.548, -2.526], [1.855, -6.914, 8.209], [-0.716, -9.182, 2.927], [-2.970, 4.531, 0.251], [-2.417, 1.957, 0.098], [2.049, 6.872, -6.905], [-2.259, -2.820, -0.692], [-2.596, 3.203, 1.197], [-1.207, 3.597, 1.973], [-0.859, -1.024, 0.604], [2.803, 3.565, -3.346], [0.564, -2.818, -1.091], [1.306, -5.761, 7.386], [-1.394, -0.385, 3.247], [-3.581, 0.308, -4.111], [1.552, 3.867, -2.544], [-1.584, -5.254, 2.949], [-2.843, 5.948, 1.125], [-0.745, -2.489, -0.174], [-3.578, 0.055, -2.457], [4.887, 5.962, -1.730], [-1.881, 4.722, -1.004], [1.812, -0.841, 1.026], [-3.161, 5.789, 2.239], [-1.732, 5.842, -1.312], [5.352, 6.504, -0.899], [-0.759, -3.274, -3.025], [-1.875, -2.404, 2.266], [-3.191, 1.428, -4.236], [-1.313, 1.975, -0.288], [-0.578, 2.693, 2.367], [0.294, -5.485, 7.701], [-3.392, 6.821, 0.571], [1.132, 7.197, -6.403], [-3.511, -1.942, 0.902], [1.321, -7.846, 8.007], [1.295, -3.491, -0.434], [-2.118, -6.011, 3.530], [-0.620, -3.278, 0.713], [0.387, -4.717, -2.435], [1.178, -1.826, -1.337], [1.746, 6.306, -7.792], [0.010, -2.014, 2.466], [-0.476, 4.286, 1.366], [0.096, -9.047, 2.205], [3.755, 7.711, -7.930], [1.563, -1.849, -3.488], [2.323, 8.765, -7.922], [1.938, -4.879, 7.529], [2.422, -3.627, -3.542], [5.538, 5.129, -2.017], [-3.473, 2.952, 1.943], [1.470, 3.187, -1.692], [3.924, 7.663, -2.623], [-1.618, -4.321, 3.520], [-4.717, 0.343, -4.472], [3.945, 5.537, -1.372], [1.563, 4.892, -2.162], [0.451, -9.979, 4.538], [5.577, 7.387, -3.174], [-0.100, -6.619, 2.151], [2.784, 2.514, -3.652], [-1.203, -10.144, 2.737], [0.658, 3.763, -3.168], [-4.024, 4.383, -0.237], [0.329, -4.922, 2.051], [1.783, -6.697, 9.280], [-0.774, -0.541, 4.243], [-2.938, -0.477, -4.694], [-2.117, -5.112, 2.004], [-2.340, 4.135, -1.937], [3.704, 3.700, -2.744], [2.905, -7.095, 7.959], [-1.517, 4.225, 2.938], [-3.155, 2.252, -0.793], [-1.332, 0.697, 2.808], [0.672, 0.960, 1.942], [-0.849, 4.171, -0.781], [-1.450, -8.390, 2.750], [3.326, 8.579, -6.468], [-2.533, -0.540, 3.569], [-1.680, 6.217, 1.090], [-1.028, -9.166, 5.054]]}

{"formula": "C30H61F3O18", "method": "ωB97M-V/def2-TZVPD", "lumo_energy_ev": 0.03, "smiles": "O=C1OC[C@@H](F)O1.O=C1OC[C@@H](F)O1.O=C1OC[C@@H](F)O1.C1CCOC1.C1CCOC1.C1CCOC1.C1CCOC1.CO.CO.CO.CO.CO", "molar_mass_g_mol": 766.79, "elements": ["F", "F", "F", "O", "O", "O", "O", "O", "O", "O", "O", "O", "O", "O", "O", "O", "O", "O", "O", "O", "O", "C", "C", "C", "C", "C", "C", "C", "C", "C", "C", "C", "C", "C", "C", "C", "C", "C", "C", "C", "C", "C", "C", "C", "C", "C", "C", "C", "C", "C", "C", "H", "H", "H", "H", "H", "H", "H", "H", "H", "H", "H", "H", "H", "H", "H", "H", "H", "H", "H", "H", "H", "H", "H", "H", "H", "H", "H", "H", "H", "H", "H", "H", "H", "H", "H", "H", "H", "H", "H", "H", "H", "H", "H", "H", "H", "H", "H", "H", "H", "H", "H", "H", "H", "H", "H", "H", "H", "H", "H", "H", "H"], "positions_angstrom": [[0.648, -0.542, 1.118], [-1.866, -5.926, 1.948], [1.738, -0.367, -7.196], [-0.767, -0.623, -1.594], [-0.351, 3.104, -7.016], [0.246, -4.580, 5.068], [0.415, 3.860, -1.983], [0.445, -2.015, -2.886], [-3.309, -2.929, 0.055], [3.429, -3.996, 0.987], [0.762, 1.355, -6.012], [0.133, -4.035, 2.731], [1.329, -0.966, -1.069], [-1.760, -4.669, 3.783], [-0.709, 0.845, -7.587], [4.349, 0.494, -0.142], [-4.207, 2.891, -0.763], [-3.251, 0.865, -3.011], [2.515, 0.072, 6.244], [-1.286, 2.023, 1.958], [2.865, -0.124, -3.393], [-4.515, -2.259, 0.573], [-4.184, 2.067, 0.426], [1.345, -0.508, 6.871], [0.864, -0.050, -6.206], [-1.093, 4.257, 2.452], [-2.112, 1.605, -3.597], [-0.897, -3.811, 1.769], [0.643, -1.001, 5.655], [0.804, -0.061, -0.072], [-0.446, 0.366, -0.621], [3.847, 2.708, 0.301], [-1.617, 3.571, 3.723], [1.704, -1.562, 4.750], [-0.359, -4.447, 3.991], [-1.550, 2.103, 3.396], [-3.196, -2.923, -1.372], [2.791, -3.081, 0.131], [0.539, 3.707, -3.395], [4.238, 0.560, 1.263], [0.393, -1.208, -1.938], [3.775, -1.044, -4.085], [4.320, 1.980, 1.575], [-0.459, -0.401, -6.960], [3.040, -0.796, 5.288], [-0.506, 3.089, 1.614], [-2.037, -4.693, 2.365], [-4.708, -2.798, -1.712], [-5.382, -1.934, -0.592], [4.317, 1.788, -0.799], [-0.101, 1.899, -6.885], [1.588, 0.696, -0.102], [-4.206, -1.355, 1.099], [-0.339, 5.041, 2.514], [-0.408, 1.364, -1.059], [-1.484, 2.099, -2.855], [3.358, -2.050, -4.035], [-4.163, 1.043, 0.054], [2.767, 2.780, 0.170], [-2.528, 1.664, 3.596], [-0.971, 3.818, 4.565], [3.326, 0.077, 1.614], [-3.217, 2.116, 0.928], [-5.363, -0.846, -0.654], [-2.420, 2.238, -4.429], [-1.104, -2.743, 1.838], [1.863, -2.590, 5.076], [1.656, -1.353, 3.682], [-4.902, -2.284, -2.653], [-5.196, -3.766, -1.825], [-3.673, 1.418, -2.349], [3.644, -0.287, 4.537], [1.951, -2.561, 0.591], [2.331, -3.464, -0.780], [4.313, 3.688, 0.195], [-0.107, -1.773, 5.828], [5.182, 0.115, 1.578], [0.203, 4.790, -1.878], [4.380, -3.895, 1.071], [-1.270, -0.605, -6.262], [0.488, 2.690, -3.785], [-6.416, -2.199, -0.369], [-2.767, -1.983, -1.718], [3.877, -0.814, -5.145], [4.709, -1.109, -3.526], [-0.211, 4.347, -3.859], [-5.114, 2.157, 0.988], [1.555, -1.331, 7.554], [0.967, -0.577, -5.257], [3.540, -2.325, -0.107], [0.544, 2.981, 1.886], [5.262, 2.125, -1.226], [1.396, 4.271, -3.765], [5.309, 2.427, 1.672], [-1.456, 0.846, -4.023], [2.932, -0.226, -2.441], [-1.099, 0.457, 0.247], [-3.776, 3.712, -0.514], [3.597, 1.812, -1.618], [-2.626, 3.835, 4.039], [-0.469, 3.219, 0.533], [-2.997, -4.268, 2.071], [-0.772, 1.588, 3.961], [-4.982, -2.924, 1.300], [0.168, -0.225, 5.054], [-0.441, -1.181, -7.720], [-1.952, 4.576, 1.862], [-0.707, -4.131, 0.744], [-2.740, -3.793, -1.845], [3.611, -1.536, 5.849], [0.729, 0.193, 7.434], [3.808, 2.154, 2.522]]}

Taking the records one at a time from the top gives E values of -4105.9072 -2833.3588 a.u..
Taking the records one at a time from the top gives HOMO energy values of -0.3419 -0.3507 Eh.